# 1
One molecule with the formula C9H14N4O3 at a distorted geometry. Source: the OMol25 dataset; level of theory: wB97M-V/def2-TZVPD.

Structure (XYZ):
```
30
Properties=species:S:1:pos:R:3:forces:R:3:nbo_charge:R:1
C 0.875 -3.216 -0.941 -0.82 -2.64 0.33 -0.64
C 2.005 -2.362 -0.415 2.87 1.66 0.22 -0.12
N 1.633 -2.012 1.027 2.22 1.77 0.48 -0.88
C 2.405 -0.882 -1.139 -0.10 -1.61 -4.61 0.68
O 3.103 -0.748 -2.219 -2.06 -1.04 5.17 -0.59
N 1.651 0.298 -0.787 2.59 -2.67 -0.23 -0.66
C 0.288 0.281 -0.512 -3.15 2.53 -3.50 -0.14
C -0.203 1.747 -0.359 1.05 2.83 2.35 -0.43
C -1.168 1.924 0.776 -1.79 -2.94 -2.57 0.08
C -1.113 2.758 1.782 4.58 6.39 1.22 -0.11
N -2.228 2.668 2.513 -0.21 1.72 0.82 -0.50
C -3.030 1.863 1.922 -0.84 -5.31 -4.72 0.19
N -2.374 1.212 0.810 -1.14 2.91 3.50 -0.53
C -0.706 -0.151 -1.718 3.41 -0.95 -4.81 0.76
O -0.183 -0.078 -2.933 -4.05 -0.71 6.53 -0.59
O -1.944 -0.645 -1.275 3.20 0.00 -5.09 -0.66
H 0.905 -4.018 -0.093 -0.88 1.53 -1.23 0.24
H 0.083 -2.503 -0.855 -1.50 -0.45 0.15 0.20
H 0.645 -3.924 -1.869 1.61 2.27 1.23 0.26
H 2.952 -3.038 -0.378 -1.29 1.64 0.00 0.22
H 2.748 -1.865 1.428 -4.69 0.44 -0.78 0.38
H 0.856 -1.094 1.124 4.11 -3.59 -0.10 0.37
H 1.872 0.733 -1.655 -0.32 1.66 -0.66 0.43
H -0.071 -0.316 0.248 -0.28 -0.83 1.96 0.19
H 0.593 2.457 0.109 -0.35 -1.54 -1.47 0.24
H -0.577 2.316 -1.258 0.41 -1.22 0.57 0.25
H -0.453 3.852 1.832 -1.70 -3.82 0.21 0.22
H -2.512 3.353 3.162 -0.20 0.60 0.88 0.42
H -4.082 1.664 2.117 0.53 0.05 0.45 0.22
H -1.967 -0.274 -0.441 -1.20 1.31 3.71 0.50
```
Positions in Å, forces in eV/Å.

Results
LUMO energy = 0.27 eV
Total charge = 0
Multiplicity = 1
SMILES = C[C@H](N)C(=O)N[C@@H](Cc1c[nH]cn1)C(=O)O
ΔE to the lowest compared entry with this formula, charge and spin = 178.2 kcal per mole
Electronic energy = -21656.9747 eV
HOMO energy = -9.06 eV

=====

# 2
One molecule with the formula C9H14N4OS at a distorted geometry. Source: the OMol25 dataset; level of theory: wB97M-V/def2-TZVPD.

Structure (XYZ):
```
29
Properties=species:S:1:pos:R:3:forces:R:3:nbo_charge:R:1
C 3.717 0.799 0.605 -1.93 0.51 1.66 0.15
C -0.573 0.722 0.170 -3.73 -0.41 -0.20 0.37
C 1.632 1.263 0.897 3.89 0.54 0.38 0.65
C -0.389 -0.822 -0.034 0.80 -0.97 0.62 -0.41
C -0.776 0.589 -2.046 -1.86 -5.08 -7.45 -0.14
C -1.963 1.042 0.870 0.73 -0.69 -0.15 -0.60
C -0.942 1.088 -3.467 1.11 -0.91 3.49 -0.63
C -0.558 -3.315 0.846 4.64 3.92 0.92 -0.60
C -1.126 -1.830 0.915 -1.45 -2.15 -0.72 -0.44
N 3.772 1.880 1.328 -0.33 1.38 0.23 -0.27
N -0.580 1.321 -1.046 2.86 5.23 5.77 -0.37
N 2.454 2.281 1.441 -1.61 -2.18 -0.70 -0.40
N 2.460 0.354 0.398 -2.38 -0.22 -0.93 -0.57
O 0.325 1.249 1.079 1.15 0.95 1.41 -0.49
S -0.804 -1.143 -1.787 0.33 1.01 1.40 0.46
H 4.499 0.120 0.476 1.47 -0.32 -0.55 0.20
H 0.733 -0.836 -0.003 -0.84 -0.83 0.20 0.30
H -2.025 2.068 1.151 0.74 0.69 0.86 0.23
H -2.038 0.310 1.655 -0.40 0.34 0.69 0.21
H -2.839 1.015 0.264 -0.38 -0.93 -1.12 0.22
H -0.266 1.905 -3.503 0.55 0.83 -0.90 0.22
H -1.940 1.349 -3.513 -2.13 0.90 -1.16 0.21
H -0.674 0.213 -3.971 0.27 -0.71 -2.02 0.21
H -0.695 -3.814 1.746 -0.93 -1.16 1.39 0.22
H 0.617 -3.174 0.881 -1.90 -0.26 -0.06 0.19
H -0.649 -3.897 -0.003 -1.07 -0.94 -1.79 0.21
H -1.285 -1.614 2.030 0.64 0.32 -1.79 0.23
H -2.161 -2.030 0.470 0.93 1.07 0.79 0.21
H 2.076 2.906 2.149 0.83 0.07 -0.28 0.42
```
Positions in Å, forces in eV/Å.

Results
LUMO energy (spin up / spin down) = 0.72 / -2.59 eV
Total charge = 0
Expectation value of S² = 2.0084
Multiplicity = 3
ΔE to the lowest compared entry with this formula, charge and spin = 0.0 kcal per mole
Electronic energy = -28396.6835 eV
HOMO energy (spin up / spin down) = -4.74 / -9.51 eV

=====

# 3
An isolated ion of composition C9H14N5 and charge +1 at a distorted geometry. Source: the OMol25 dataset; level of theory: wB97M-V/def2-TZVPD.

Structure (XYZ):
```
28
Properties=species:S:1:pos:R:3:forces:R:3:nbo_charge:R:1
C 1.037 -0.818 1.175 0.05 0.05 -0.28 -0.64
C 0.938 -0.182 -0.211 0.17 0.10 0.34 0.26
N 0.565 -1.191 -1.185 0.25 -0.20 -0.19 -0.86
C 2.205 0.703 -0.553 -0.38 0.04 -0.17 -0.13
N 3.413 0.529 0.188 0.14 -0.06 0.09 -0.81
C 1.633 2.089 -0.375 0.03 -0.66 0.05 0.09
N 0.381 2.125 -0.189 -0.22 1.10 0.11 -0.21
N -0.123 0.859 -0.187 0.47 -0.99 -0.35 -0.26
C -1.444 0.643 -0.127 -0.50 0.45 0.08 0.45
C -2.371 1.677 0.113 -0.07 -0.03 -0.01 -0.26
C -3.705 1.373 0.179 0.34 -0.21 -0.06 -0.09
C -4.140 0.047 -0.001 0.13 -0.21 -0.07 -0.27
C -3.212 -0.920 -0.263 -0.68 0.21 0.16 0.08
N -1.901 -0.613 -0.323 0.41 0.18 0.10 -0.50
H 0.148 -1.403 1.397 -0.10 -0.03 0.03 0.23
H 1.142 -0.048 1.937 0.04 0.03 0.04 0.23
H 1.900 -1.478 1.225 0.04 -0.05 0.04 0.23
H 1.155 -2.012 -1.101 0.02 0.00 -0.01 0.40
H 0.642 -0.844 -2.137 0.04 -0.02 0.02 0.39
H 2.453 0.568 -1.617 -0.11 -0.04 0.11 0.22
H 3.313 0.696 1.179 0.04 -0.03 0.01 0.37
H 3.871 -0.356 0.025 0.05 0.04 0.00 0.38
H 2.224 2.983 -0.402 0.07 0.30 -0.03 0.23
H -1.995 2.678 0.245 0.00 0.03 0.02 0.27
H -4.427 2.150 0.372 -0.04 0.09 0.02 0.25
H -5.186 -0.201 0.057 -0.06 -0.10 -0.02 0.25
H -3.473 -1.954 -0.430 0.06 -0.05 -0.02 0.24
H -1.174 -1.289 -0.621 -0.19 0.08 -0.01 0.47
```
Positions in Å, forces in eV/Å.

Results
LUMO energy = -3.38 eV
Total charge = +1
Multiplicity = 1
SMILES = C[C@]1(N)[C@H](N)C=N/[N+]1=c1\cccc[nH]1
ΔE to the lowest compared entry with this formula, charge and spin = 15.0 kcal per mole
Electronic energy = -17004.4324 eV
HOMO energy = -12.21 eV

=====

# 4
A 2-piece molecular cluster, C9H14N5 overall at a distorted geometry. Source: the OMol25 dataset; level of theory: wB97M-V/def2-TZVPD.

Structure (XYZ):
```
28
Properties=species:S:1:pos:R:3:forces:R:3:nbo_charge:R:1
C 1.459 -0.589 -1.670 -3.04 -1.80 -0.52 -0.24
C 2.628 -0.095 -1.287 2.60 -0.16 -0.23 -0.05
C 1.180 1.479 -0.686 0.02 -2.82 -0.70 0.04
C 0.443 0.394 -1.219 -0.04 0.83 0.11 -0.22
C -2.388 1.954 0.108 -1.50 1.87 -1.88 0.08
C -1.645 -1.845 -1.262 1.26 3.57 1.32 0.04
C -1.394 -1.673 2.426 0.85 1.02 -0.71 0.32
C 3.450 2.069 -0.257 2.32 0.38 -0.35 -0.43
C -1.027 0.393 -1.141 2.15 -1.41 -0.23 0.54
N -1.722 1.434 -0.800 0.31 0.09 0.36 -0.36
N -1.698 -0.638 -1.667 -0.12 -1.12 -0.77 -0.38
N 2.476 1.142 -0.738 -0.78 0.35 1.12 -0.30
N -0.934 -0.901 1.516 -4.24 -2.62 -1.87 -0.81
N -2.401 -2.545 2.352 -1.25 -0.36 -2.03 -0.78
H 1.347 -1.624 -2.173 -0.09 2.16 0.96 0.26
H 3.621 -0.550 -1.399 -0.56 0.44 0.04 0.24
H 0.932 2.281 -0.070 -0.80 1.40 0.37 0.22
H -2.617 1.678 1.107 0.55 -0.87 0.95 0.21
H -2.951 2.809 -0.299 0.11 0.09 0.79 0.20
H -1.184 -1.944 -0.296 0.16 -0.86 0.44 0.21
H -2.017 -2.578 -1.851 -1.33 -2.30 -1.67 0.19
H -0.937 -1.709 3.371 0.58 0.03 1.52 0.16
H 3.357 2.524 0.733 -0.93 -0.22 -0.28 0.23
H 4.466 1.689 -0.231 -0.07 -0.93 0.04 0.24
H 3.574 2.784 -1.043 -0.22 1.15 -0.09 0.22
H -0.217 -0.337 1.726 3.31 2.09 1.55 0.35
H -2.758 -2.899 3.192 -0.23 -0.59 1.18 0.40
H -3.043 -2.701 1.559 0.98 0.60 0.57 0.40
```
Positions in Å, forces in eV/Å.

Results
LUMO energy = -3.62 eV
Total charge = +1
Multiplicity = 1
ΔE to the lowest compared entry with this formula, charge and spin = 88.1 kcal per mole
Electronic energy = -17001.2607 eV
HOMO energy = -12.40 eV

=====

# 5
One molecule with the formula C9H14NO2PS at a distorted geometry. Source: the OMol25 dataset; level of theory: wB97M-V/def2-TZVPD.

Structure (XYZ):
```
28
Properties=species:S:1:pos:R:3:forces:R:3:nbo_charge:R:1
N 1.045 -1.356 -1.065 -2.53 -0.24 -2.74 -0.87
C 2.096 -1.176 -0.227 -0.87 0.60 3.77 0.08
O 3.315 -1.373 -0.722 1.44 -3.35 3.25 -0.67
P 2.194 0.437 0.926 -0.41 1.29 0.21 1.53
O 1.400 0.263 2.169 -0.85 -0.21 0.19 -1.13
C 2.049 2.277 0.337 -1.11 -3.14 0.99 -0.85
S 0.526 2.330 -0.635 0.35 1.04 -0.29 0.18
C -0.853 1.994 0.502 -0.13 -1.10 -1.13 -0.55
C -1.466 0.663 0.145 -0.60 -2.52 2.02 -0.05
C -2.172 0.407 -1.047 0.56 3.08 -0.24 -0.21
C -2.774 -0.787 -1.368 -1.39 -0.03 0.23 -0.24
C -2.713 -1.804 -0.406 -1.13 -3.30 -1.42 -0.21
C -2.158 -1.615 0.816 2.16 1.48 0.31 -0.24
C -1.494 -0.393 1.102 -1.01 -0.07 -1.16 -0.19
H 1.148 -1.240 -2.076 0.09 0.31 0.77 0.38
H 0.110 -1.097 -0.731 0.75 -0.17 -0.16 0.41
H 1.925 -1.924 0.587 0.54 0.78 0.14 0.19
H 3.408 -0.921 -1.471 0.86 2.88 -4.94 0.46
H 3.506 0.547 1.279 1.50 -0.46 -0.06 -0.13
H 2.084 2.776 1.332 0.02 0.23 -1.02 0.26
H 2.858 2.410 -0.349 0.57 0.68 -0.23 0.24
H -1.583 2.718 0.194 -0.32 0.77 0.44 0.23
H -0.582 2.023 1.549 0.09 0.24 0.06 0.26
H -2.243 1.387 -1.623 -0.26 -1.74 -0.07 0.21
H -3.532 -0.868 -2.185 1.28 0.02 0.39 0.23
H -3.071 -2.906 -0.640 0.38 2.55 0.27 0.22
H -1.942 -2.400 1.521 -0.62 -0.37 0.10 0.22
H -1.083 -0.374 2.087 0.64 0.72 0.32 0.24
```
Positions in Å, forces in eV/Å.

Results
LUMO energy = 0.38 eV
Total charge = 0
Multiplicity = 1
SMILES = N[C@@H](O)[P@H](=O)CSCc1ccccc1
ΔE to the lowest compared entry with this formula, charge and spin = 45.9 kcal per mole
Electronic energy = -35267.3725 eV
HOMO energy = -8.22 eV

=====

# 6
An isolated ion of composition C9H14NO3 and charge -1 at a distorted geometry. Source: the OMol25 dataset; level of theory: wB97M-V/def2-TZVPD.

Structure (XYZ):
```
27
Properties=species:S:1:pos:R:3:forces:R:3:nbo_charge:R:1
C -2.402 0.812 1.212 -1.10 -1.70 -0.25 -0.44
C -1.580 1.156 0.240 0.35 0.94 -0.58 0.21
C -1.032 2.552 -0.004 -0.95 -0.58 -0.61 -0.66
N -1.421 0.261 -0.882 0.36 -1.84 0.82 0.01
O -2.304 0.542 -1.796 -0.04 0.28 -0.71 -0.64
C -0.611 -0.774 -0.957 -0.99 1.74 0.68 0.11
C 0.553 -1.307 -0.208 2.41 1.71 -0.08 -0.13
C 0.514 -1.313 1.289 0.31 0.26 0.93 -0.61
C 0.756 -2.699 -0.740 0.41 0.03 1.89 -0.58
C 1.673 -0.347 -0.719 -0.86 -2.63 -0.81 -0.56
C 2.074 0.890 -0.317 2.15 1.08 0.08 0.65
O 2.872 1.528 -1.019 0.49 1.36 -0.55 -0.77
O 1.874 1.432 0.956 -0.66 1.25 1.17 -0.78
H -2.909 -0.155 1.038 0.46 0.33 0.39 0.20
H -2.838 1.356 2.044 0.67 0.50 -0.22 0.20
H -1.870 3.157 -0.404 0.42 -0.22 0.20 0.22
H -0.220 2.598 -0.750 -0.12 -0.16 0.76 0.25
H -0.806 2.872 0.991 0.70 0.82 0.32 0.22
H -0.638 -1.269 -1.882 -0.68 -0.23 -1.43 0.19
H 1.240 -1.858 1.942 0.14 0.15 -1.42 0.20
H -0.406 -1.771 1.506 -1.69 -0.29 1.01 0.18
H 0.580 -0.289 1.616 -0.47 0.29 0.45 0.24
H 1.085 -2.716 -1.720 0.30 0.09 -2.26 0.20
H -0.134 -3.276 -0.602 -0.64 -0.60 -0.02 0.19
H 1.560 -3.135 -0.175 0.36 -0.42 0.39 0.21
H 2.143 -0.625 -1.698 -0.68 0.31 0.94 0.20
H 2.246 2.378 1.041 -0.62 -2.44 -1.09 0.48
```
Positions in Å, forces in eV/Å.

Results
LUMO energy = 3.44 eV
Total charge = -1
Multiplicity = 1
SMILES = C=C(C)/[N+]([O-])=C\C(C)(C)/C=C(/[O-])O
ΔE to the lowest compared entry with this formula, charge and spin = 81.2 kcal per mole
Electronic energy = -17189.2893 eV
HOMO energy = -2.61 eV

=====

# 7
A 2-piece molecular cluster, C9H14NOS overall at a distorted geometry. Source: the OMol25 dataset; level of theory: wB97M-V/def2-TZVPD.

Structure (XYZ):
```
26
Properties=species:S:1:pos:R:3:forces:R:3:nbo_charge:R:1
C -2.200 1.755 -0.402 4.87 0.47 -0.25 -0.31
C -2.461 0.508 0.030 -1.06 -5.07 0.55 0.38
C -0.299 0.320 -0.302 7.81 -1.41 -1.29 -0.07
C 2.713 1.604 0.442 1.99 0.00 -3.10 -0.38
C 3.723 0.554 0.701 -2.26 -0.71 0.31 -0.36
C 2.691 0.311 -0.429 0.35 1.47 1.98 -0.36
C -3.753 -0.178 0.201 -1.60 0.56 0.73 -0.70
C -1.515 -1.732 0.156 3.45 -1.21 2.58 -0.41
C 1.579 -0.572 -0.190 -3.33 -2.04 0.90 0.26
N -1.375 -0.296 0.091 -4.46 -0.89 1.68 -0.42
O 1.355 -1.671 -1.049 2.34 1.57 -1.09 -0.70
S -0.468 1.990 -0.526 -1.15 2.38 -0.13 0.48
H -2.809 2.496 -0.599 -3.20 3.39 -0.79 0.24
H 1.938 1.626 1.109 -1.85 0.33 1.61 0.21
H 2.926 2.545 -0.105 0.06 -0.75 0.65 0.25
H 4.735 0.645 0.418 0.84 0.06 -0.15 0.24
H 3.433 -0.065 1.544 0.83 0.15 0.27 0.22
H 3.179 0.267 -1.344 0.26 0.42 -1.93 0.24
H -4.014 -0.818 -0.631 0.67 -0.64 -0.49 0.28
H -3.700 -0.828 1.112 -0.51 0.80 -0.72 0.27
H -4.669 0.458 0.140 0.98 0.05 0.83 0.27
H -2.266 -2.025 0.859 -0.16 -0.01 0.58 0.22
H -1.794 -2.136 -0.752 -0.34 -0.73 -2.19 0.22
H -0.481 -2.245 0.499 -2.50 1.39 -0.89 0.25
H 1.564 -0.963 0.891 -0.44 0.78 -1.50 0.20
H 1.969 -1.549 -1.863 -1.63 -0.35 1.87 0.49
```
Positions in Å, forces in eV/Å.

Results
LUMO energy (spin up / spin down) = -2.65 / -7.10 eV
Total charge = +1
Expectation value of S² = 2.0127
Multiplicity = 3
ΔE to the lowest compared entry with this formula, charge and spin = 95.2 kcal per mole
Electronic energy = -23918.9757 eV
HOMO energy (spin up / spin down) = -9.61 / -12.83 eV

=====

# 8
A 2-piece molecular cluster, C9H14O overall at a distorted geometry. Source: the OMol25 dataset; level of theory: wB97M-V/def2-TZVPD.

Structure (XYZ):
```
24
Properties=species:S:1:pos:R:3:forces:R:3:nbo_charge:R:1
C 0.108 0.608 2.643 -0.19 -1.23 -0.94 -0.62
C -0.719 0.045 1.483 -0.07 0.35 1.49 -0.05
C -0.693 0.656 0.263 -1.36 0.54 -1.49 -0.18
C -1.658 0.397 -0.745 0.64 -0.89 0.42 -0.29
C -2.477 -0.677 -0.513 -2.23 -1.08 1.52 0.32
O -3.710 -0.788 -1.117 0.83 1.16 -1.79 -0.68
C -2.322 -1.564 0.607 2.43 1.50 -0.30 -0.29
C -1.480 -1.131 1.637 -0.64 -0.68 -1.59 -0.19
H 0.848 1.255 2.178 0.43 -0.08 0.50 0.21
H 0.498 -0.298 3.107 0.78 0.38 0.27 0.21
H -0.410 1.143 3.436 -0.45 0.14 -0.34 0.22
H -0.028 1.447 -0.024 0.17 0.41 0.78 0.20
H -1.685 0.949 -1.683 -0.18 0.00 0.39 0.23
H -4.146 -1.619 -0.984 0.04 -0.75 0.42 0.48
H -2.500 -2.621 0.470 -1.02 0.00 0.39 0.22
H -1.393 -1.834 2.450 0.37 0.31 0.50 0.21
C 2.025 0.421 -1.377 -0.84 -0.73 -0.52 -0.62
C 3.470 0.552 -1.831 0.27 1.48 -0.09 -0.62
H 1.738 -0.483 -0.806 0.47 0.03 -0.68 0.21
H 1.471 1.153 -0.822 1.12 1.11 0.44 0.20
H 1.471 0.494 -2.323 -0.28 -0.84 0.21 0.21
H 3.477 1.272 -2.658 -0.01 -0.38 -0.25 0.20
H 4.242 1.003 -1.214 -0.27 -0.21 0.93 0.20
H 3.875 -0.380 -2.176 0.00 -0.51 -0.29 0.21
```
Positions in Å, forces in eV/Å.

Results
LUMO energy = 0.93 eV
Total charge = 0
Multiplicity = 1
SMILES = Cc1ccc(O)cc1.CC
ΔE to the lowest compared entry with this formula, charge and spin = 41.5 kcal per mole
Electronic energy = -11605.8350 eV
HOMO energy = -8.25 eV

=====

# 9
A 2-piece molecular cluster, C9H14O overall at a distorted geometry. Source: the OMol25 dataset; level of theory: wB97M-V/def2-TZVPD.

Structure (XYZ):
```
24
Properties=species:S:1:pos:R:3:forces:R:3:nbo_charge:R:1
C 3.042 -0.489 2.442 1.14 6.30 -3.52 -0.61
C 1.834 -0.363 1.476 0.11 0.92 1.18 -0.02
C 1.906 -0.855 0.172 -0.32 0.37 0.80 -0.21
C 0.752 -0.959 -0.622 0.43 1.35 3.36 -0.27
C -0.440 -0.607 -0.013 -0.41 -0.02 -0.24 0.29
O -1.630 -0.880 -0.704 0.11 0.30 0.74 -0.72
C -0.523 0.076 1.248 -0.67 -1.58 -2.25 -0.27
C 0.619 0.307 1.954 1.84 -1.45 0.73 -0.19
H 2.940 -1.023 3.250 -0.91 -4.12 3.74 0.21
H 3.102 0.529 3.067 0.18 -1.42 -1.73 0.20
H 4.064 -0.629 1.957 -1.52 0.03 0.51 0.22
H 2.874 -1.138 -0.229 -0.13 -0.19 0.11 0.21
H 0.879 -1.225 -1.600 -0.30 -0.93 -2.39 0.22
H -1.737 -1.829 -0.837 0.27 0.13 0.06 0.48
H -1.554 0.172 1.560 0.14 0.75 0.38 0.23
H 0.590 0.796 2.968 0.15 -0.61 -1.24 0.22
C -2.741 1.072 -2.802 -0.22 -1.72 2.11 -0.62
C -1.810 2.123 -2.172 -1.53 -3.50 3.78 -0.61
H -2.651 -0.026 -2.457 0.59 1.90 -0.84 0.23
H -3.772 1.248 -2.509 -0.20 0.49 -0.04 0.20
H -2.706 1.190 -3.837 0.08 -0.37 -1.83 0.19
H -2.324 2.514 -1.299 -0.29 0.71 -0.11 0.20
H -1.587 2.820 -2.836 0.96 3.39 -2.79 0.20
H -0.910 1.801 -1.666 0.50 -0.73 -0.53 0.21
```
Positions in Å, forces in eV/Å.

Results
LUMO energy = 0.85 eV
Total charge = 0
Multiplicity = 1
SMILES = Cc1ccc(O)cc1.CC
ΔE to the lowest compared entry with this formula, charge and spin = 50.5 kcal per mole
Electronic energy = -11605.4468 eV
HOMO energy = -8.48 eV

=====

- Number 3 is which compound?
  C9H14N5